No. 1
ORCA calculation (ωB97M-V with the def2-TZVPD basis set) on a structure of composition C23H28BiNO4S.

Geometry as XYZ:
```
58
Properties=species:S:1:pos:R:3:forces:R:3:lowdin_charge:R:1
C -0.163806 0.134175 1.506181 -0.4 -0.6 0.8 -0.15
C -0.951755 -0.964912 1.203501 0.0 0.8 0.5 -0.13
C -0.167501 -2.147520 1.302968 1.6 -0.2 0.4 -0.14
H -2.018466 -0.942315 0.977939 0.4 0.1 -0.1 0.10
C 1.149183 -1.789059 1.643427 -1.3 -0.4 0.5 -0.19
C 1.169097 -0.339817 1.864435 -0.1 -0.3 -1.3 -0.39
H 1.973997 -2.460730 1.877606 -0.2 0.1 -0.1 0.08
C -2.030609 1.565691 -1.479456 2.1 -0.1 -1.9 -0.06
C -3.088716 0.662440 -1.146941 -0.4 -1.8 -0.6 -0.06
C -2.877510 -0.546936 -1.842938 -0.2 0.5 0.2 -0.06
H -3.919206 0.855907 -0.476417 0.2 0.0 -0.1 0.11
C -1.666073 -0.413531 -2.579054 -1.0 -0.6 0.7 -0.19
C -1.211394 0.936771 -2.442502 -0.9 1.9 1.4 -0.05
H -0.524914 -3.168589 1.150703 0.2 0.3 -0.1 0.09
H 1.863685 0.158033 2.541829 -0.4 -0.1 0.2 0.08
H -0.497267 1.160389 1.616515 0.1 -0.3 -0.2 0.10
H -0.393636 1.366109 -3.014854 0.0 0.0 0.5 0.11
H -3.506841 -1.435400 -1.846011 0.2 0.3 0.3 0.10
H -1.857040 2.545489 -1.042077 -0.2 -0.2 -0.3 0.10
Bi 2.657583 0.290153 0.107787 0.5 1.0 0.8 1.73
C -0.745139 -1.546635 -2.947083 0.2 -0.4 0.3 -0.46
C -0.103494 -1.304756 -4.314551 -0.1 0.1 -0.3 -0.03
C -1.441914 -2.905298 -2.964557 -0.3 -0.2 -0.2 -0.05
H -0.890529 -0.947755 -4.995272 0.3 -0.1 0.1 0.10
H 0.283433 -2.243151 -4.730651 0.1 0.2 0.1 0.08
H 0.701615 -0.565757 -4.298676 -0.1 0.0 0.0 0.09
H -2.334120 -2.860754 -3.598848 0.1 -0.1 0.0 0.10
H -1.741646 -3.244637 -1.962478 0.0 0.2 -0.3 0.09
H -0.758743 -3.656618 -3.381333 -0.2 0.1 0.1 0.07
C 0.232223 -1.532252 -1.716589 -0.2 0.8 0.1 -0.06
C 1.603529 -2.072306 -1.766274 2.0 2.5 1.5 -0.36
H -0.280371 -2.070280 -0.903551 0.3 0.0 -0.3 0.11
H 0.321825 -0.498890 -1.334896 0.0 -0.4 -0.2 0.09
O 2.572008 -1.318826 -1.377403 -2.0 -4.0 -2.3 -0.28
N 1.858092 -3.375660 -2.109927 0.3 -1.7 -1.2 0.05
C 2.503746 -4.261817 -1.076229 0.3 1.0 -0.4 -0.11
H 2.378396 -3.389265 -2.999548 -0.2 -0.1 0.6 0.15
C 1.476347 -4.943555 -0.201931 -0.2 -0.7 0.3 -0.23
C 1.777147 -5.283813 1.127731 -0.1 0.0 -0.1 -0.06
H 2.764874 -5.045440 1.534071 -0.4 0.1 -0.1 0.12
C 0.846445 -5.957772 1.928063 0.0 0.0 -0.3 -0.08
H 1.083540 -6.178749 2.973421 -0.1 0.1 -0.4 0.11
C -0.387609 -6.348908 1.391564 0.2 0.2 0.0 -0.09
H -1.114816 -6.880546 2.015503 0.3 0.2 -0.3 0.11
C -0.677818 -6.052783 0.056454 0.3 0.2 0.1 -0.08
H -1.624791 -6.372026 -0.376270 0.2 0.1 0.1 0.10
C 0.245046 -5.346661 -0.728479 -0.1 -0.4 0.2 -0.05
H 0.030928 -5.158631 -1.778403 0.0 0.1 0.3 0.09
H 3.177551 -3.635009 -0.465864 -0.1 -0.4 -0.1 0.12
H 3.127972 -4.975036 -1.648839 -0.4 0.2 0.4 0.14
C 2.057417 4.587578 -0.220191 0.1 0.4 0.1 -0.14
S 2.156323 3.169728 0.830300 0.2 -2.1 -1.2 0.43
O 1.834182 3.529160 2.184951 0.0 0.0 -0.4 -0.31
O 1.193703 2.147316 0.173496 1.2 2.6 1.4 -0.59
O 3.539837 2.572517 0.641068 -1.7 1.0 0.4 -0.55
H 1.297802 5.250512 0.205187 0.2 -0.1 -0.1 0.07
H 1.758876 4.262703 -1.214399 0.1 -0.1 0.1 0.06
H 3.042165 5.070925 -0.257436 -0.3 -0.1 0.1 0.07
```
Positions in Å, forces in eV/Å.

- LUMO level (spin up / spin down): -0.603 / -1.549 eV
- M: 623.5 g mol⁻¹

No. 2
ORCA calculation (ωB97M-V with the def2-TZVPD basis set) on the molecule C6H7Cl.

Geometry as XYZ:
```
14
Properties=species:S:1:pos:R:3:forces:R:3:lowdin_charge:R:1
C 0.762122 -1.333063 1.150339 1.1 -1.8 -1.1 -0.15
C 0.212920 -0.239617 0.256388 -0.8 0.2 0.0 -0.95
C -0.429735 1.011679 0.924268 1.5 0.4 0.0 -0.06
C -1.610766 1.088568 0.306268 -0.2 2.9 2.6 -0.19
C -2.017497 0.075198 -0.519502 1.7 -5.3 -3.7 -0.07
C -0.855607 -0.743212 -0.713856 -2.2 -2.0 2.0 -0.09
H 1.413991 -2.133044 0.401440 -1.7 2.4 2.5 0.14
H 1.377625 -0.739005 1.869299 -0.1 -1.3 -0.3 0.08
H -0.035548 -1.944902 1.635437 0.6 0.7 -0.1 0.08
H 0.064582 1.849949 1.613404 -1.1 -2.3 -1.8 0.16
H -2.294306 1.848937 0.509941 -0.9 1.5 0.4 0.09
H -3.050045 -0.055679 -0.996183 1.8 0.2 0.9 0.13
H -0.674849 -1.959363 -0.862079 -1.0 3.5 -0.6 0.17
Cl 1.578231 0.233870 -0.740864 1.1 0.9 -0.8 0.67
```
Positions in Å, forces in eV/Å.

- Structure (SMILES): CC1(Cl)C=CC=C1
- Energy above the lowest of the compared OMol25 structures with the same formula, charge and spin: 53.4 kcal/mol
- LUMO level: 0.068 eV
- M: 114.6 g mol⁻¹

No. 3
ORCA calculation (ωB97M-V with the def2-TZVPD basis set) on a cluster of 4 separate species, CH10N2O3 in total.

Geometry as XYZ:
```
16
Properties=species:S:1:pos:R:3:forces:R:3:lowdin_charge:R:1
N -1.896093 0.442686 1.017284 0.2 0.1 0.0 0.09
C -1.130174 1.300387 1.739479 -0.5 0.8 0.1 -0.38
N 0.126236 1.245165 1.733112 1.2 -1.2 -0.7 0.06
H -2.817027 0.223814 1.342576 -0.2 0.0 -0.2 0.09
H -1.432770 -0.203711 0.400039 -0.1 -0.3 0.1 0.07
H -1.726966 2.086329 2.215503 0.1 -0.2 0.4 0.12
H 0.727783 1.894015 2.214936 -0.8 0.5 0.2 0.05
H 2.109709 -1.337565 -2.767105 0.1 0.1 0.1 0.05
H 1.504225 -1.086499 -1.348943 0.6 -0.3 -0.4 0.00
O 1.368995 -1.550415 -2.196960 -0.4 0.0 0.4 -0.07
H 1.284971 -0.292700 0.715780 0.1 0.3 0.3 0.00
H 2.774458 -0.170710 0.993488 -0.1 -0.1 -0.2 0.05
O 2.150316 -0.604167 0.400812 -0.2 -0.1 0.0 -0.08
H -0.689071 -1.369152 -2.128931 0.0 0.2 -0.4 0.00
H -0.957564 0.139056 -2.079713 -0.3 -0.7 -0.3 0.04
O -1.397029 -0.716532 -2.251356 0.2 0.5 0.6 -0.09
```
Positions in Å, forces in eV/Å.

- Structure (SMILES): [H]/N=C/N.O.O.O
- Energy above the lowest of the compared OMol25 structures with the same formula, charge and spin: 12.0 kcal/mol
- LUMO level: 0.782 eV
- M: 98.1 g mol⁻¹

No. 4
ORCA calculation (ωB97M-V with the def2-TZVPD basis set) on a structure of composition C39H18F15GeN8NaOS2.

Geometry as XYZ:
```
85
Properties=species:S:1:pos:R:3:forces:R:3:lowdin_charge:R:1
Na -0.051600 0.116600 -0.248800 0.3 0.0 -0.7 0.21
N 4.450200 0.989700 0.164800 0.0 0.4 0.1 0.16
C 4.847300 -0.287800 -0.122700 0.1 -0.6 -0.2 -0.20
C 6.051700 -0.946700 0.030500 -0.1 0.2 0.1 -0.04
C 6.111700 -2.249400 -0.435200 0.2 -0.3 -0.1 -0.13
C 5.010700 -2.867100 -1.028700 0.1 -0.1 -0.2 -0.11
C 3.802900 -2.212400 -1.179900 0.0 0.3 0.1 -0.02
C 3.716500 -0.901000 -0.719000 0.4 0.1 0.1 -0.24
N 2.686500 -0.010900 -0.777500 -0.8 -0.3 -0.3 0.16
C 3.139600 1.108400 -0.252200 -0.3 0.8 0.0 -0.31
C 2.437700 2.344600 -0.155800 0.6 -0.5 0.1 -0.38
C 2.964400 3.530100 0.346500 0.3 0.8 0.2 -0.42
S 1.778000 4.784400 0.290900 -0.1 0.0 -0.1 0.91
C 0.675100 3.624700 -0.409800 0.1 0.5 0.1 -0.48
N 1.150500 2.446300 -0.572000 -0.5 -0.7 -0.4 0.03
H 5.001500 1.711400 0.592500 -0.1 0.0 0.0 0.14
H 6.907800 -0.463100 0.481800 0.1 0.0 0.0 0.10
H 7.032800 -2.804500 -0.328600 0.1 -0.1 0.0 0.10
H 5.111100 -3.881000 -1.394100 0.0 -0.1 0.0 0.10
H 2.950200 -2.669200 -1.653300 -0.2 -0.1 0.0 0.09
H 3.930100 3.750800 0.751100 0.3 -0.1 0.0 0.04
H -0.320500 3.906400 -0.678600 -0.4 0.0 -0.1 0.05
N -4.726300 1.482400 0.176600 0.2 -0.2 0.0 0.09
C -4.575700 2.842800 0.190600 0.1 0.2 0.0 -0.10
C -3.271300 3.070200 -0.143100 -0.4 0.2 0.1 -0.14
N -2.630900 1.902000 -0.373900 0.3 -0.9 -0.1 0.14
C -3.510200 0.946500 -0.169900 -0.2 1.2 0.1 -0.27
C -3.268300 -0.460700 -0.262500 0.0 -1.0 -0.1 -0.27
N -2.238000 -1.033200 -0.847500 0.0 0.9 0.1 0.11
C -2.418400 -2.368300 -0.724400 -0.4 -0.5 0.1 -0.17
C -3.580800 -2.628600 -0.055500 0.2 -0.3 -0.2 -0.08
N -4.125500 -1.407200 0.228800 0.1 0.5 0.0 0.10
H -5.597900 0.998700 0.308300 0.1 0.0 0.0 0.14
H -5.388900 3.493200 0.438600 -0.1 0.2 0.0 0.10
H -2.751200 4.004500 -0.220600 0.0 0.2 0.0 0.09
H -1.693500 -3.054500 -1.109700 0.1 -0.2 0.0 0.08
H -4.064600 -3.543500 0.226500 0.0 -0.1 0.1 0.11
H -4.929400 -1.245700 0.810700 0.1 0.0 0.0 0.15
O -0.453800 1.073200 1.638100 -1.3 -0.6 -0.2 -0.16
N 0.558700 1.560900 2.228200 0.9 0.8 0.9 -0.22
C 0.517900 2.814600 2.719100 -0.2 0.3 0.1 -0.05
C 1.612400 3.406200 3.297500 0.2 -0.1 0.2 -0.11
C 2.808800 2.693000 3.386900 -0.1 -0.1 -0.1 -0.09
C 2.822100 1.382300 2.930900 0.0 0.3 0.3 -0.07
C 1.699400 0.841300 2.353300 0.3 -0.3 -0.1 -0.03
H -0.424800 3.324100 2.585600 0.0 -0.1 -0.1 0.13
H 1.541200 4.426100 3.645100 -0.1 0.0 0.0 0.10
H 3.690600 3.147200 3.808600 0.1 0.0 0.1 0.10
H 3.709100 0.770700 3.000800 0.0 -0.1 0.0 0.11
H 1.646100 -0.167900 1.976200 0.0 -0.2 0.0 0.08
F -0.784700 -6.719700 0.822700 -0.3 0.0 0.2 0.08
C -0.901700 -6.097600 2.014700 0.3 0.0 0.1 -0.21
C 0.088300 -5.231400 2.460400 -0.1 0.3 0.0 -0.11
C -0.160000 -4.638500 3.693200 0.2 -0.3 -0.2 -0.24
F 0.768200 -3.811600 4.189000 -0.3 0.0 0.2 0.08
C -1.305700 -4.866200 4.438300 -0.2 0.0 0.2 -0.13
F -1.503900 -4.252100 5.619000 0.1 -0.1 -0.2 0.10
C -2.269300 -5.749600 3.960800 0.1 0.0 -0.2 -0.13
F -3.400500 -5.980300 4.655100 0.5 0.0 -0.2 0.10
C -2.041400 -6.392600 2.749100 -0.2 0.0 0.2 -0.14
F -2.936200 -7.290800 2.291100 0.1 0.3 0.1 0.10
Ge 1.430900 -4.322900 1.193400 0.2 -0.8 0.1 0.61
S 0.522300 -2.488900 0.796700 0.1 0.0 -0.1 0.30
C 3.391200 -4.271900 1.798900 -0.1 0.2 -0.1 -0.08
C 3.777400 -3.282200 2.698900 -0.3 -0.1 -0.2 -0.23
F 2.832800 -2.519800 3.264600 0.3 0.1 0.1 0.07
C 5.096000 -3.024100 3.033500 0.5 0.0 0.1 -0.13
F 5.404500 -2.050400 3.912700 -0.1 -0.2 -0.2 0.10
C 6.118800 -3.776500 2.460800 -0.3 -0.1 0.0 -0.13
F 7.405900 -3.566100 2.795800 -0.6 0.0 -0.2 0.11
C 5.775500 -4.745400 1.524200 0.3 0.1 0.3 -0.16
F 6.743300 -5.452400 0.909400 -0.2 0.2 0.1 0.10
C 4.445300 -4.955600 1.198200 -0.2 0.0 0.3 -0.23
F 4.220400 -5.870500 0.236600 0.3 0.1 0.1 0.08
C 1.560100 -5.811000 -0.157700 0.0 0.1 0.0 -0.14
C 1.890300 -7.068700 0.321100 -0.1 0.2 -0.3 -0.27
F 2.128400 -7.199600 1.639100 0.1 -0.3 -0.2 0.09
C 1.995200 -8.175500 -0.499600 0.0 -0.1 0.1 -0.13
F 2.319900 -9.382600 -0.003800 -0.1 0.2 -0.1 0.10
C 1.756700 -8.027500 -1.863200 -0.1 0.2 0.0 -0.12
F 1.842200 -9.090400 -2.681900 0.0 0.3 0.2 0.11
C 1.412900 -6.779800 -2.372400 0.0 -0.2 -0.2 -0.13
F 1.169200 -6.644100 -3.689400 0.1 0.0 0.3 0.10
C 1.321200 -5.693900 -1.510500 0.0 0.1 0.3 -0.22
F 0.985300 -4.495400 -2.013000 0.0 -0.2 -0.2 0.07
```
Positions in Å, forces in eV/Å.

- Energy above the lowest of the compared OMol25 structures with the same formula, charge and spin: 24.6 kcal/mol
- Net charge: -1
- Multiplicity: 2
- LUMO level (spin up / spin down): 1.530 / 1.527 eV
- M: 1059.3 g mol⁻¹

No. 5
ORCA calculation (ωB97M-V with the def2-TZVPD basis set) on a cluster of 2 separate species, C3H7O3 in total.

Geometry as XYZ:
```
13
Properties=species:S:1:pos:R:3:forces:R:3:lowdin_charge:R:1
C -0.220951 -2.622908 -0.535156 -0.2 1.1 0.3 -0.06
C -0.563552 -1.129791 -0.429143 0.9 0.9 -1.0 -0.80
O -1.624692 -0.787904 0.121465 -0.1 -0.2 0.0 -0.08
O 0.357070 -0.374039 -0.879664 -0.6 -0.3 0.0 -0.14
H 0.562874 -2.762695 -1.260516 0.1 -0.1 -0.4 0.04
H -1.150959 -3.127591 -0.813376 0.4 -0.6 0.8 0.06
H 0.250281 -2.684829 0.458077 -0.6 -1.3 -0.1 0.07
C 0.554784 1.761788 1.079048 1.8 0.9 0.7 -0.14
O 1.270771 2.840522 0.387917 -0.7 -0.2 -0.6 -0.18
H 0.735634 3.019379 -0.401036 0.4 -0.1 0.2 0.06
H 1.245823 1.601450 1.927469 -0.6 -0.2 0.0 0.07
H 0.518222 0.838187 0.476622 -0.6 0.7 0.1 0.03
H -0.365468 2.216454 1.450616 -0.3 -0.7 0.0 0.07
```
Positions in Å, forces in eV/Å.

- Energy above the lowest of the compared OMol25 structures with the same formula, charge and spin: 34.1 kcal/mol
- Net charge: -1
- LUMO level: 4.165 eV
- M: 91.1 g mol⁻¹

No. 6
ORCA calculation (ωB97M-V with the def2-TZVPD basis set) on a structure of composition C27H36N3O4Ti.

Geometry as XYZ:
```
71
Properties=species:S:1:pos:R:3:forces:R:3:lowdin_charge:R:1
Ti 0.749677 0.295322 0.827938 0.1 -0.3 0.4 0.97
C -2.039858 2.662406 3.151719 0.0 0.0 0.0 -0.04
C -1.228398 2.276654 1.940417 0.0 0.0 0.0 -0.48
O -0.486242 1.225669 2.095201 0.0 0.0 -0.1 -0.18
C -1.297186 3.034092 0.786690 0.0 0.0 0.0 -0.05
C -0.577908 2.826659 -0.426676 0.0 0.0 0.0 -0.36
C -0.786182 3.795522 -1.557842 0.0 0.0 0.0 -0.06
N 0.265746 1.819419 -0.575189 0.0 0.1 -0.1 -0.08
N 0.920344 1.765583 -1.800151 0.0 0.0 0.0 0.07
C 1.761652 0.767361 -1.809225 0.1 0.0 0.1 -0.50
O 1.950337 -0.029101 -0.804578 -0.1 0.0 -0.1 -0.17
C 2.539400 0.514228 -3.051083 0.0 0.0 0.1 -0.14
C 3.404147 -0.575583 -3.105112 0.0 0.0 0.0 -0.03
C 4.133498 -0.839165 -4.256910 0.0 0.0 0.0 -0.10
C 4.007359 -0.016586 -5.367016 0.0 0.0 0.0 -0.12
C 3.143931 1.072773 -5.318297 0.0 0.0 0.0 -0.10
C 2.414543 1.337321 -4.170845 0.0 0.0 0.0 -0.04
H -1.384448 3.044814 3.939992 0.0 0.0 0.0 0.07
H -2.540977 1.778839 3.552825 0.0 0.0 0.0 0.06
H -2.784046 3.424531 2.919713 0.0 0.0 0.0 0.07
H -1.968143 3.884367 0.803747 0.0 0.0 0.0 0.09
H -1.535996 4.538837 -1.287956 0.0 0.0 0.0 0.06
H -1.101147 3.273955 -2.464528 0.0 0.0 0.0 0.06
H 0.148277 4.299957 -1.813855 0.0 0.0 0.0 0.07
H 3.486643 -1.208994 -2.231882 0.0 0.0 0.0 0.11
H 4.800869 -1.692177 -4.286693 0.0 0.0 0.0 0.09
H 4.575236 -0.222324 -6.266446 0.0 0.0 0.0 0.09
H 3.038691 1.718267 -6.182393 0.0 0.0 0.0 0.09
H 1.736434 2.178372 -4.118230 0.0 0.0 0.0 0.10
C -0.635448 -1.509273 -2.063501 0.0 -0.1 0.0 -0.04
C -1.374615 -1.510123 -0.743925 0.0 0.0 -0.1 -0.19
C -1.098216 -2.470679 0.232723 0.0 0.0 0.0 -0.19
C -0.144866 -3.605573 -0.046685 0.0 0.0 0.0 -0.03
C -1.737317 -2.396423 1.477073 0.0 0.0 0.0 -0.19
C -1.306517 -3.333137 2.580044 0.0 0.0 0.0 -0.05
C -2.727262 -1.437620 1.696944 0.0 0.0 0.0 -0.18
C -3.459930 -1.409709 3.017738 0.0 0.0 0.0 -0.05
C -3.044381 -0.505350 0.700504 0.0 0.0 0.0 -0.18
C -4.080760 0.565361 0.956547 0.0 0.0 0.0 -0.05
C -2.376174 -0.550668 -0.523806 0.0 0.0 0.0 -0.18
C -2.747700 0.375356 -1.656241 0.0 0.0 0.0 -0.03
H -0.518822 -0.496244 -2.446122 0.0 0.0 0.0 0.07
H -1.165834 -2.092097 -2.825525 0.0 0.0 0.0 0.09
H 0.365417 -1.920671 -1.958197 0.0 0.0 0.0 0.07
H 0.843823 -3.410695 0.371422 0.1 0.0 0.0 0.08
H -0.046702 -3.789741 -1.114617 0.0 0.0 0.0 0.07
H -0.508580 -4.526856 0.410422 0.0 0.0 0.0 0.08
H -1.902065 -4.253238 2.599845 0.0 0.0 0.0 0.09
H -1.399507 -2.856516 3.554842 0.0 0.0 0.0 0.07
H -0.258567 -3.599579 2.463232 0.0 0.0 0.0 0.07
H -2.989610 -0.712674 3.719565 0.0 0.0 0.0 0.09
H -3.468390 -2.391166 3.487522 0.0 0.0 0.0 0.07
H -4.497893 -1.103403 2.893228 0.0 0.0 0.0 0.07
H -3.792500 1.503003 0.485401 0.0 0.0 0.0 0.07
H -4.187217 0.771898 2.018833 0.0 0.0 0.0 0.06
H -5.067852 0.280529 0.574949 0.0 0.0 0.0 0.09
H -1.988975 1.145270 -1.808835 0.0 0.0 0.0 0.06
H -3.700154 0.870620 -1.482436 0.0 0.0 0.0 0.07
H -2.833136 -0.182780 -2.590831 0.0 0.0 0.0 0.08
N 2.462474 1.305115 1.902023 -0.1 0.1 -0.1 -0.03
C 3.297626 0.454875 2.766509 0.0 0.0 0.0 -0.23
C 3.662620 -0.851276 2.074169 0.0 0.0 0.0 -0.11
C 2.526153 -1.879510 2.070554 0.0 -0.1 0.0 -0.65
O 2.800179 -3.062549 2.257034 0.0 0.0 0.0 0.01
O 1.342894 -1.422324 1.866947 -0.1 0.1 -0.1 -0.14
H 3.026962 1.756545 1.189761 0.0 0.0 0.0 0.10
H 1.998431 2.030929 2.437710 0.0 0.0 0.0 0.09
H 2.722232 0.245711 3.670032 0.0 0.0 0.0 0.12
H 4.209268 0.980861 3.071258 0.0 0.0 0.0 0.10
H 4.522958 -1.313340 2.557680 0.0 0.0 0.0 0.11
H 3.931735 -0.643894 1.032885 0.0 0.0 0.0 0.11
```
Positions in Å, forces in eV/Å.

- Energy above the lowest of the compared OMol25 structures with the same formula, charge and spin: 0.0 kcal/mol
- Net charge: -1
- Multiplicity: 3
- LUMO level (spin up / spin down): 2.517 / 2.501 eV
- M: 514.5 g mol⁻¹